(1)
Formula: C42H39O14P
Source: OMol25
Level of theory: ωB97M-V/def2-TZVPD

Properties
LUMO level (eV): -1.70
Charge: 0
HOMO (Ha): -0.3355
Molecular weight (g mol⁻¹): 798.7
Structure (SMILES): CC(C)[C@@H](C)COPO.O=C1C=CC(=O)C=C1.O=C1C=CC(=O)C=C1.O=C1C=CC(=O)C=C1.O=C1C=CC(=O)C=C1.O=C1C=CC(=O)C=C1.O=C1C=CC(=O)C=C1
2S+1: 1

Element x y z (Å)
H: -6.51203 2.34248 -6.43530
C: -2.76595 0.31992 8.26503
C: -0.67182 -2.52887 3.61625
C: -1.66338 2.48592 9.00288
C: 5.15175 -1.10769 4.92908
H: 3.97121 -0.18686 -2.41231
H: 5.31828 -0.72096 2.29609
C: -0.31228 -1.59158 4.71102
H: 7.60498 -0.39450 -3.18523
O: -6.52040 0.61250 -7.77609
C: 0.42279 -0.35667 4.34674
H: -1.21661 -3.41714 3.90958
H: -0.55559 -2.95224 1.53986
C: 3.31973 -0.93724 -1.96750
H: 6.94307 -4.60835 4.59731
H: -6.75026 4.42515 -7.79834
C: 6.39934 -1.23777 5.37010
C: -2.40074 1.24651 9.36570
H: 3.38748 1.22579 0.26755
C: 7.12052 -2.53361 5.27093
C: -6.72638 -1.24003 -6.34067
H: 2.39886 -0.45527 -1.63676
C: 4.34327 0.70451 0.19219
O: -5.30377 -4.45093 -6.83863
O: -0.77668 3.78041 -3.38879
C: -6.24245 -0.54993 -7.56135
H: 0.67502 0.30842 5.16122
C: 4.18708 -0.80185 0.46288
C: 5.32202 -1.29270 1.36522
C: -2.44666 0.58786 7.00250
H: 6.29595 -1.14002 0.89414
C: 0.43593 -1.05816 2.00442
H: 5.72368 -2.96104 -0.53405
C: -1.26017 2.84176 -2.79269
H: 4.59595 -4.36060 3.76628
C: -5.40162 -1.32298 -8.50744
H: 3.06460 -1.64802 -2.75708
H: -4.26051 1.15653 -2.44980
O: -1.40707 2.06432 5.49109
C: -0.98868 0.99975 -1.19272
C: 0.75730 -0.10350 3.08735
C: 4.00366 -1.67074 -0.81261
C: -1.70771 1.82227 6.64197
O: 6.21503 -1.32785 -1.70562
C: -2.41445 0.62657 -1.37949
H: 4.60458 -0.17501 4.98595
O: 8.77741 -1.73272 -1.86159
H: -0.80561 3.64607 7.44822
H: 1.30446 0.78322 2.79339
C: -0.32168 -2.28285 2.35765
H: 9.00057 -2.63230 -1.58315
C: -6.52599 4.44369 -6.73934
O: 3.29642 -2.12758 3.90203
C: -5.58123 -3.29199 -7.05127
C: -2.68400 2.46326 -2.97991
H: -4.48378 -3.18465 -8.94244
C: -6.09146 3.39989 -4.56807
O: -2.69043 1.00659 10.51703
O: -2.90062 -0.30839 -0.77876
H: 6.95139 -0.42095 5.81717
H: -5.06152 -0.79081 -9.38654
O: 8.25592 -2.65320 5.67367
H: 0.58128 2.31969 -1.73010
H: -6.75432 -3.04017 -5.22026
P: 7.39301 -1.72497 -2.76465
C: 6.39479 -3.67695 4.65870
H: -5.69080 4.75360 -2.89275
H: -7.32885 -0.64678 -5.66450
H: 5.04347 -2.98086 -2.16393
C: -5.91855 4.73901 -3.95134
H: 3.26939 -0.93234 1.03730
O: -5.97733 2.38673 -3.90645
H: 5.00717 1.15583 0.93338
H: -1.41045 3.14491 9.82369
C: 5.27390 -2.33519 -1.30953
C: -6.04065 5.84665 -4.67702
H: 3.33444 -2.49292 -0.53248
C: 4.42869 -2.25056 4.31720
C: -1.34203 2.75222 7.74059
C: -3.22229 1.43832 -2.32564
C: -5.09486 -2.59503 -8.27112
H: 4.77914 0.91247 -0.78254
C: 5.14733 -3.54547 4.21776
H: -3.29707 -0.57732 8.55527
O: 0.82008 -0.86043 0.86874
O: -6.47357 6.79905 -6.78416
H: -5.91989 6.83769 -4.25851
H: -0.42440 0.38736 -0.50124
C: -0.45500 2.02749 -1.84754
C: -6.40181 3.33407 -6.01604
H: -3.25092 3.06946 -3.67494
C: -6.35811 5.78667 -6.12962
H: -2.69650 -0.07516 6.18551
O: -0.61329 -1.82942 5.86288
C: -6.41899 -2.51185 -6.10347
H: 5.22030 -2.35167 1.61783

Mulliken atomic charge list, values in e, 2 entries:
1 H 0.48
2 C -0.40

(2)
Formula: C9H11N4
Source: OMol25
Level of theory: ωB97M-V/def2-TZVPD

Properties
LUMO level (eV): -5.63
Charge: +1
HOMO (Ha): -0.5167
Molecular weight (g mol⁻¹): 175.2
Structure (SMILES): CC(C)c1nnc[n+]2cccnc12
2S+1: 1
Energy relative to the best compared isomer or geometry (same formula, charge and spin) (eV): 3.472

Element x y z (Å)
H: 3.95533 -0.90133 -0.44169
H: 2.10415 3.06993 0.03736
H: -2.44004 0.01689 2.28459
H: 2.23596 -2.79420 0.17013
C: 1.50329 -2.08846 0.24006
H: -1.50451 1.43060 0.01015
C: -2.80128 0.13776 1.22703
C: 0.81646 0.19657 0.09830
H: -3.26370 0.60549 -1.40594
H: -3.62060 0.97051 1.34181
C: -1.82746 0.40460 0.08928
C: -0.53142 -0.34936 0.24433
H: 4.16314 1.43111 -0.63735
H: -1.66659 0.25813 -2.03759
C: 2.17390 1.97376 -0.12506
C: 3.15630 -0.22523 -0.22777
H: -2.66082 -0.96123 -1.47423
C: -2.34953 0.01575 -1.29945
N: -0.73879 -1.67253 0.51924
N: 0.32200 -2.46430 0.50761
H: -3.15209 -0.88398 1.15316
N: 0.99567 1.48430 0.15206
N: 1.90772 -0.77961 -0.05904
C: 3.22290 1.12483 -0.36702

natural (NBO) atomic charge list, values in e, 2 entries:
1 H 0.26
2 H 0.26

(3)
Formula: C35H38N3Ti
Source: OMol25
Level of theory: ωB97M-V/def2-TZVPD

Properties
LUMO level (spin up / spin down) (eV): 2.89 / 2.68
Charge: -1
HOMO (spin up / spin down) (Ha): -0.0779 / -0.1471
Molecular weight (g mol⁻¹): 548.6
2S+1: 3
Energy relative to the best compared isomer or geometry (same formula, charge and spin) (eV): 2.367
⟨S²⟩: 2.143

Element x y z (Å)
C: 1.74841 1.21335 4.21297
H: -3.18810 0.05121 5.04131
C: -2.89158 -0.89373 3.15804
H: -3.72400 -4.96269 0.24420
H: -2.21230 3.67772 1.58743
C: -1.94097 -1.18573 2.14307
C: -1.61829 -4.57315 -0.17429
H: 3.73542 -4.19086 -2.05281
C: -1.18898 0.35457 4.35759
C: 1.94316 -0.38864 -1.45529
C: 2.46853 1.02229 -1.63562
H: -3.82541 2.14704 0.22257
C: -1.65588 2.17511 0.09487
H: -1.39092 -5.51359 -0.65459
H: 0.27025 1.61200 -0.78961
C: -1.99841 -2.19938 1.16725
H: 4.59162 -0.47346 -0.49370
H: 0.00313 -0.52824 -4.18949
C: -2.48202 -0.14056 4.23906
H: 3.12421 -4.25299 -0.40781
C: -1.48444 2.86833 1.45295
H: -1.12283 -0.38793 -2.84385
C: -0.49387 1.21412 -0.10533
H: -1.63934 2.14605 2.25010
H: 2.12732 -4.80795 -1.73392
C: -3.09439 -3.09177 1.00486
H: -0.91893 4.83973 0.08494
C: -1.47664 4.93034 -3.25016
C: 3.67453 1.33450 2.79247
C: -2.99912 1.43892 0.10992
H: 1.87100 1.56384 -2.37094
C: -1.63352 3.18110 -1.05566
C: 2.94026 0.73317 1.80992
H: 4.00516 -1.52114 0.77758
H: -0.48274 3.28057 1.58027
H: 2.46492 1.64979 -0.74010
C: -1.91868 3.62262 -3.42323
C: -1.12280 5.35963 -1.98411
C: 4.07433 -1.42278 -0.31214
H: 1.25003 1.37354 5.15830
H: 0.30806 -3.73941 -0.57921
H: 3.37519 0.52929 0.84347
H: 4.75581 -2.20995 -0.64488
C: 0.26595 -3.25112 -3.17963
Ti: 0.36421 -0.42227 0.41215
H: -0.88343 0.91492 5.22703
H: -1.40583 5.60272 -4.09560
C: 0.91075 -0.94774 -2.29059
H: -0.79767 -3.01149 -3.11513
C: 1.02633 0.60204 3.15413
H: 3.58735 2.04125 4.86035
H: 4.70160 1.60065 2.59037
C: 1.11369 -2.32341 -2.36575
H: -2.19587 3.26643 -4.40756
H: -4.05521 -2.85710 1.44049
C: 3.04660 1.57873 4.04372
C: -0.65597 -3.59374 -0.12335
C: -2.89787 -4.26726 0.34471
C: -1.99497 2.76574 -2.34036
C: -0.31240 0.16006 3.26403
H: 0.53682 -3.20093 -4.24218
C: 2.77251 -1.49212 -1.04620
H: 3.49954 1.01441 -2.01027
N: 1.64934 0.35541 1.94119
H: -3.03209 0.74845 0.95055
H: 0.36244 -4.29648 -2.88049
H: -3.88307 -1.32327 3.12883
H: -3.16327 0.85493 -0.79552
H: -2.31997 1.74537 -2.48971
H: -0.77609 6.37421 -1.83046
C: -1.20253 4.49307 -0.89821
H: 0.05627 0.86389 -3.10815
N: -0.73803 -0.52427 2.16471
C: 2.83980 -4.03465 -1.44092
N: -0.82885 -2.39287 0.44709
C: -0.08117 -0.21863 -3.14158
C: 2.26391 -2.65977 -1.60409

Mulliken atomic charge list, values in e, 2 entries:
1 C -1.18
2 H 0.38

(4)
Formula: C22H42FKN6Si
Source: OMol25
Level of theory: ωB97M-V/def2-TZVPD

Properties
LUMO level (eV): 0.03
Charge: 0
HOMO (Ha): -0.2044
Molecular weight (g mol⁻¹): 476.8
2S+1: 1
Energy relative to the best compared isomer or geometry (same formula, charge and spin) (eV): 0.000

Element x y z (Å)
H: -2.98560 -1.57697 1.37944
H: 4.38506 -1.45458 -3.39223
H: 1.23669 -1.44430 -0.46871
H: 3.49766 1.44925 -3.21157
N: 0.68755 -1.82050 0.30514
H: -0.12359 -3.59654 2.08820
H: 3.49483 -3.13977 1.31379
K: 0.44709 1.32382 -0.61568
N: -1.50677 2.88435 -3.62101
H: -2.38923 -1.05384 -1.72605
H: 2.16489 -0.93018 -4.56441
C: -1.44280 1.65872 -3.04626
H: 4.78684 0.88284 1.09093
H: 2.18303 -1.04751 -2.07042
H: -0.15918 -4.58537 -1.53736
C: 1.85881 2.19258 5.09446
H: 5.11565 -0.11396 -4.30258
C: 4.03719 -2.22384 1.06283
C: -0.12780 -3.50265 -1.36652
H: 5.41833 -2.31254 3.89497
C: -1.95194 -3.31050 0.96982
C: -2.46034 -3.44434 -0.46830
H: 3.63153 -1.81738 0.12975
H: -2.58068 -3.96501 1.58446
H: 6.10092 0.13200 2.01229
C: 5.05716 0.46056 2.06393
H: 5.08486 -2.49048 0.88360
H: -1.08697 3.14703 -4.49590
H: -0.21761 -1.35473 0.28745
H: 1.65667 -0.87490 1.82370
H: 4.57949 -1.09280 4.85783
C: -2.21108 3.70775 -2.77584
N: -2.06023 1.63965 -1.88583
H: 3.16435 0.03052 -1.10744
C: 4.46232 -1.79597 4.02840
C: 4.57776 -0.37631 -3.38087
H: -0.52709 -4.90977 0.98209
C: 2.45785 0.02581 -1.96479
H: -1.73064 -1.84126 2.39130
H: 4.99056 1.25563 2.81244
H: 5.23579 -0.16812 -2.53355
H: 2.90547 0.44737 -5.39420
H: 0.55463 -3.08313 -2.11304
C: 1.76847 0.60231 3.24349
Si: 3.94805 -0.98134 2.43470
H: -0.89940 2.72515 3.20322
C: 2.39874 0.13740 -4.47378
C: -1.53220 -2.94205 -1.57740
F: -0.04707 0.82790 1.74153
H: 2.37895 2.55614 5.97253
H: -0.93563 -1.18517 -2.45108
C: 3.25024 0.37765 -3.22942
C: 0.43182 -3.24256 0.03804
H: 1.44855 0.67764 -4.40228
N: -2.03290 -1.91770 1.42735
H: -0.92959 0.82760 -3.51218
C: 0.02778 2.29743 3.56745
H: -3.44761 -2.97606 -0.56048
H: 1.38432 -3.77174 0.10729
H: 3.71356 -2.53860 4.31929
C: -0.51238 -3.82037 1.08895
H: 0.24674 3.61723 5.24903
C: -2.54706 2.92380 -1.71202
N: 2.28662 -0.44465 2.50724
H: -1.91811 -3.35794 -2.51501
H: -2.40335 4.74276 -3.00417
C: 2.39129 1.12527 4.38805
H: -3.11041 3.19884 -0.83435
H: 3.31326 0.66672 4.72513
C: 0.66936 2.78903 4.69604
N: -1.47101 -1.47294 -1.64005
H: -2.61164 -4.51246 -0.65176
C: 0.58456 1.24325 2.88338

natural (NBO) atomic charge list, values in e, 2 entries:
1 H 0.36
2 H 0.19